Entry 1:
ORCA calculation (ωB97M-V with the def2-TZVPD basis set) on a structure of composition C79H55Br6F7O29.

Properties
- HOMO (alpha / beta) (eV) = -2.71 / -5.84
- total charge = -1
- gap between HOMO and LUMO (alpha / beta) (eV) = 2.517 / 5.641
- 2S+1 = 2

Element x y z (Å)
C (-6.0427, 10.9468, 21.4726)
C (-5.6351, 10.4168, 20.0386)
O (-4.2574, 10.3206, 20.2965)
C (-3.8259, 11.1911, 21.1486)
O (-2.7127, 11.6233, 21.3196)
O (-4.8602, 11.7161, 21.6865)
F (-5.7554, 11.3704, 19.1366)
H (-6.1515, 10.2274, 22.2843)
H (-6.8945, 11.6249, 21.5248)
H (-6.2534, 9.5785, 19.7178)
C (-3.9637, 5.9999, 21.1871)
C (-4.0615, 5.9234, 22.6678)
O (-5.3827, 6.2070, 22.8417)
C (-5.7959, 7.0852, 21.8320)
O (-6.7849, 7.7913, 21.9066)
O (-4.7889, 7.1111, 20.7851)
F (-3.2926, 6.9337, 23.1097)
H (-4.4328, 5.0738, 20.8546)
H (-2.9288, 6.0822, 20.8550)
H (-3.8468, 4.9854, 23.1798)
C (-14.9937, 12.0326, 13.6020)
C (-14.3119, 11.3927, 12.4341)
O (-12.9247, 11.5631, 12.6506)
C (-12.6844, 12.2674, 13.7050)
O (-11.5516, 12.5877, 14.0606)
O (-13.9263, 12.6870, 14.2373)
F (-14.7126, 11.9969, 11.3385)
H (-15.3962, 11.3156, 14.3175)
H (-15.6494, 12.8747, 13.3804)
H (-14.5403, 10.3329, 12.3212)
C (-9.1459, 9.4200, 24.6423)
C (-8.3562, 8.3357, 25.3660)
O (-8.7087, 7.0716, 24.7137)
C (-9.8344, 7.3597, 23.9449)
O (-10.4988, 6.4935, 23.4229)
O (-10.0766, 8.7072, 23.8433)
F (-8.8253, 8.3113, 26.5830)
H (-8.5196, 10.1483, 24.1271)
H (-9.7649, 9.8897, 25.4066)
H (-7.3046, 8.5461, 25.5606)
C (-8.8681, 13.1013, 18.9953)
C (-8.1924, 13.4522, 17.6989)
O (-9.0184, 14.4951, 17.2471)
C (-10.1541, 14.5626, 18.0066)
O (-11.1439, 15.2284, 17.8827)
O (-10.0617, 13.7159, 18.9725)
F (-8.4365, 12.4404, 16.7779)
H (-8.2753, 13.3455, 19.8768)
H (-8.9087, 12.0190, 19.1180)
H (-7.1278, 13.6400, 17.8383)
C (-9.3480, 3.8435, 21.3059)
C (-8.0647, 4.1573, 20.6536)
O (-7.1022, 3.9566, 21.6544)
C (-7.7606, 4.0149, 22.8669)
O (-7.1654, 3.7947, 23.9038)
O (-9.0855, 4.2269, 22.5950)
F (-8.0922, 5.4374, 20.2252)
H (-9.3474, 2.7588, 21.1986)
H (-10.2356, 4.3270, 20.8977)
H (-7.7738, 3.4588, 19.8691)
C (-5.0449, 9.5338, 14.4519)
C (-5.7837, 10.8363, 14.2419)
O (-4.7996, 11.6478, 13.7275)
C (-3.6150, 11.0890, 13.7947)
O (-2.5062, 11.5356, 13.4939)
O (-3.7024, 9.9009, 14.4564)
F (-6.0454, 11.3120, 15.4692)
H (-5.3759, 8.7897, 13.7274)
H (-5.1187, 8.9364, 15.3606)
H (-6.7302, 10.8368, 13.7014)
C (-18.6070, 14.0789, 13.6013)
C (-18.8436, 13.9155, 14.9380)
C (-18.7079, 12.6519, 15.5446)
C (-18.3923, 11.5122, 14.7796)
C (-18.1746, 11.6423, 13.3923)
C (-18.3156, 12.9470, 12.8234)
C (-17.8663, 10.4000, 12.4940)
O (-17.9838, 10.3590, 11.2331)
C (-17.1430, 9.3256, 13.3007)
C (-16.3459, 8.4512, 12.6122)
C (-15.7984, 7.3752, 13.2415)
C (-15.9805, 7.2380, 14.5484)
C (-16.8979, 8.0884, 15.3121)
C (-17.5195, 9.1674, 14.6873)
C (-18.2843, 10.1285, 15.4875)
O (-18.5555, 9.9822, 16.7077)
H (-18.6978, 15.0043, 13.0518)
H (-19.0973, 14.7177, 15.6152)
H (-18.9955, 12.5989, 16.5842)
H (-18.1375, 13.2370, 11.7984)
H (-16.3688, 8.4630, 11.5325)
H (-15.1605, 6.6776, 12.7192)
H (-15.3996, 6.5127, 15.0988)
H (-16.9367, 7.9596, 16.3837)
C (-13.6720, 10.8028, 17.2846)
C (-14.8214, 10.0979, 17.6820)
C (-15.8890, 10.7400, 18.3114)
C (-15.9259, 12.1701, 18.2773)
C (-14.8741, 12.8480, 17.7498)
C (-13.6318, 12.1793, 17.3984)
C (-14.8563, 14.3980, 17.6602)
O (-13.9755, 15.0805, 17.1158)
C (-16.2086, 15.0045, 17.8118)
C (-16.4154, 16.3558, 17.3938)
C (-17.4900, 17.0507, 17.8397)
C (-18.5077, 16.4118, 18.4292)
C (-18.4092, 15.1140, 18.7294)
C (-17.2792, 14.3489, 18.4778)
C (-17.2030, 12.8831, 18.6081)
O (-18.2510, 12.3247, 19.0616)
H (-12.7954, 10.3395, 16.8563)
H (-14.8520, 9.0189, 17.6477)
H (-16.7161, 10.1400, 18.6612)
H (-12.7637, 12.5918, 16.9060)
H (-15.7346, 16.8494, 16.7162)
H (-17.5909, 18.1218, 17.7449)
H (-19.4291, 16.8736, 18.7520)
H (-19.3235, 14.6131, 19.0115)
C (-10.7293, 14.3530, 26.8089)
C (-9.5284, 13.8913, 26.3594)
C (-9.3465, 13.2396, 25.1224)
C (-10.4621, 13.0645, 24.2722)
C (-11.7700, 13.4558, 24.7640)
C (-11.8687, 14.1550, 25.9788)
C (-13.0177, 13.2436, 23.9500)
O (-14.1233, 13.6665, 24.2237)
C (-12.8780, 12.2922, 22.8107)
C (-13.9891, 11.8232, 22.1323)
C (-13.8835, 10.8257, 21.1864)
C (-12.5971, 10.2868, 20.8511)
C (-11.4501, 10.7749, 21.4667)
C (-11.5345, 11.7861, 22.4260)
C (-10.3270, 12.3342, 22.9859)
O (-9.2334, 11.9799, 22.4513)
H (-10.8540, 14.8861, 27.7398)
H (-8.6979, 13.9299, 27.0488)
H (-8.3657, 12.8793, 24.8496)
H (-12.8003, 14.6432, 26.2242)
H (-14.9918, 12.0395, 22.4702)
H (-14.8102, 10.6279, 20.6682)
H (-12.3167, 9.5528, 20.1102)
H (-10.4762, 10.3467, 21.2812)
C (-11.6584, 8.7357, 12.8958)
C (-10.5283, 9.5388, 12.9607)
C (-9.9202, 9.7345, 14.1927)
C (-10.3251, 9.0888, 15.4023)
C (-11.4410, 8.2444, 15.3639)
C (-12.1258, 8.1158, 14.0871)
C (-11.9499, 7.4580, 16.5219)
O (-12.9311, 6.7648, 16.5646)
C (-11.1498, 7.6726, 17.7600)
C (-11.4465, 6.9186, 18.9431)
C (-10.7290, 7.0268, 20.1295)
C (-9.6829, 7.9232, 20.3030)
C (-9.3760, 8.7551, 19.1599)
C (-10.0374, 8.6032, 17.8783)
C (-9.5377, 9.3038, 16.6852)
O (-8.5136, 10.0581, 16.8061)
H (-12.1451, 8.5817, 11.9441)
H (-10.3136, 10.0041, 12.0100)
H (-9.0048, 10.2767, 14.3784)
H (-12.8890, 7.3846, 13.8652)
H (-12.0566, 6.0285, 18.9858)
H (-10.9476, 6.2756, 20.8740)
H (-9.1995, 7.9601, 21.2680)
H (-8.6341, 9.5318, 19.2720)
C (-13.6619, 3.6597, 18.3962)
Br (-12.9963, 2.7834, 20.0655)
Br (-15.5026, 4.3847, 18.5985)
Br (-13.7495, 2.4882, 16.7247)
H (-13.1176, 4.5485, 18.0771)
C (-13.7057, 8.9720, 7.8350)
Br (-13.1263, 9.1282, 9.6607)
Br (-15.6303, 9.4290, 7.6440)
Br (-13.4592, 7.0764, 7.2148)
H (-13.1595, 9.5849, 7.1180)

Entry 2:
ORCA calculation (ωB97M-V with the def2-TZVPD basis set) on a structure of composition CaH6N3O12.

Properties
- HOMO (eV) = -6.06
- total charge = -1
- gap between HOMO and LUMO (eV) = 8.251

Element x y z (Å)
Ca (12.8387, 19.1379, 8.8230)
N (14.2455, 19.1402, 11.8774)
O (13.1305, 19.1039, 12.4459)
O (15.2764, 18.8559, 12.4712)
O (14.2830, 19.4818, 10.6531)
N (14.3158, 20.8452, 7.0559)
O (15.1189, 21.5004, 6.3959)
O (13.7548, 21.3038, 8.0784)
O (14.1412, 19.6141, 6.8319)
N (9.9825, 18.6466, 7.1016)
O (10.0086, 17.4052, 7.1408)
O (8.9631, 19.2718, 6.8164)
O (11.0529, 19.2872, 7.3612)
O (11.5455, 20.9303, 9.7537)
H (12.0372, 21.0660, 10.5779)
H (10.8050, 21.5394, 9.7926)
O (13.3539, 17.0007, 8.1670)
H (13.5090, 16.3411, 8.8512)
H (13.4630, 16.5358, 7.3322)
O (11.4228, 18.0247, 10.2114)
H (11.6460, 17.4975, 10.9864)
H (10.5035, 18.2836, 10.3324)

Number 1: F_max 0.1127 hartree/bohr, electronic energy -21368.51082 hartree. Number 2: F_max 0.0343 hartree/bohr, electronic energy -1748.29079 hartree.